The following is a DFT calculation (ωB97M-V/def2-TZVPD) of C33H32CdN7O5PS4 as an isolated structure.

```
83
C33H32CdN7O5PS4 ωB97M-V/def2-TZVPD
Cd -0.40 -1.92 0.38
S -0.42 -5.41 3.58
C -0.50 -4.26 2.35
S 0.23 -4.45 0.82
S -1.24 -2.70 2.68
O -4.01 -3.02 -0.67
C -3.41 -2.03 -1.08
O -2.15 -1.80 -1.07
C -4.20 -0.95 -1.82
C -5.37 -1.34 -2.47
C -6.06 -0.46 -3.28
C -5.60 0.84 -3.44
C -4.46 1.25 -2.76
C -3.76 0.37 -1.93
P -2.25 0.94 -1.02
C -2.69 2.69 -0.67
C -1.67 3.58 -0.33
C -1.96 4.86 0.13
C -3.27 5.27 0.28
C -4.30 4.38 0.00
C -4.01 3.10 -0.47
C -1.18 1.09 -2.52
C -0.79 2.29 -3.12
C 0.03 2.29 -4.24
C 0.48 1.09 -4.78
C 0.10 -0.11 -4.19
C -0.72 -0.11 -3.07
H -5.70 -2.37 -2.33
H -6.96 -0.79 -3.80
H -6.12 1.53 -4.09
H -4.11 2.27 -2.87
H -0.64 3.25 -0.38
H -1.15 5.53 0.39
H -3.50 6.26 0.65
H -5.33 4.67 0.15
H -4.82 2.42 -0.67
H -1.14 3.23 -2.73
H 0.32 3.23 -4.70
H 1.13 1.09 -5.65
H 0.44 -1.05 -4.60
H -1.01 -1.04 -2.61
C 4.63 -3.81 4.00
N 4.12 -2.98 2.95
C 4.93 -2.01 2.26
C 3.85 -1.08 1.66
O 4.12 -0.15 0.93
N 2.62 -1.49 2.10
C 2.82 -2.53 2.89
N 1.86 -3.08 3.62
H 5.57 -4.26 3.68
H 3.94 -4.62 4.22
H 4.81 -3.25 4.93
H 5.53 -2.45 1.46
H 5.57 -1.45 2.94
H 0.91 -2.77 3.39
H 1.88 -4.07 3.83
C 3.29 -1.51 -3.74
N 2.61 -0.81 -2.68
C 2.82 0.52 -2.44
C 2.19 1.16 -1.45
C 1.27 0.41 -0.61
O 0.66 0.94 0.32
N 1.09 -0.91 -0.88
C 1.72 -1.56 -1.89
O 1.55 -2.74 -2.17
H 3.87 -0.79 -4.32
H 2.57 -2.00 -4.39
H 3.95 -2.28 -3.34
H 3.53 1.00 -3.10
H 2.36 2.20 -1.25
C 1.19 2.53 3.12
N 0.98 1.37 3.96
C 1.95 0.67 4.65
C 1.37 -0.44 5.15
N 0.04 -0.39 4.79
C -0.22 0.72 4.05
S -1.68 1.21 3.42
H 2.25 2.77 3.14
H 0.60 3.37 3.48
H 0.89 2.29 2.10
H 2.97 1.00 4.69
H 1.78 -1.25 5.72
H -0.61 -1.17 4.77
```

Calculated values
* LUMO energy: 4.11 eV
* charge: -2
* total energy: -4138.32356 Eh
* multiplicity: 1
* ΔE to the lowest compared entry with this formula, charge and spin: 20.0 kJ/mol